Density functional theory data (wB97M-V/def2-TZVPD) for a structure of composition C43H33N4OP2S2Sn.

Its HOMO-LUMO gap is 6.131 eV. As for the charge: +1. The total energy is -99207.3956 eV.

Last column: Mulliken charge in e.
CARTESIAN COORDINATES (ANGSTROEM)
Sn1 0.6403 0.1847 -0.6233  0.708
S1 2.1059 0.1341 2.2710  -0.163
S2 1.2390 -2.7881 0.4165  -0.514
P1 0.1710 -2.8704 2.0382  1.813
P2 0.2978 0.1238 2.9812  0.922
O1 -1.8525 1.9096 0.7748  -0.229
N1 -0.0677 0.7931 -3.6645  -1.343
N2 0.9358 2.1843 -2.0098  -0.008
N3 -1.3777 -0.9017 -0.4133  0.639
N4 -0.4412 0.1378 -2.6643  1.342
C1 -2.1267 -1.1137 1.9456  1.515
C2 1.3558 -3.7139 5.8874  -0.973
C3 -0.7784 -1.3458 2.5952  -1.592
C4 -1.1639 -4.1093 1.9340  0.858
C5 -2.5083 -3.4184 -2.8566  -0.816
C6 -1.1250 -1.0477 -2.8014  0.303
C7 1.3026 0.1383 5.5684  -0.483
C8 2.5490 -3.2146 3.4267  -0.474
C9 2.1337 4.1460 -2.6367  -0.716
C10 -2.0216 2.0433 2.2665  0.985
C11 1.1175 2.7757 -4.3149  -0.473
C12 0.6698 1.9450 -3.2967  0.114
C13 -0.0475 0.4703 7.5348  -0.655
C14 1.6703 3.2573 -1.6903  -0.239
C15 -0.4972 1.7244 2.3562  2.650
C16 1.8475 3.8954 -3.9764  -0.307
C17 2.7401 -3.6986 5.7765  -0.512
C18 -0.1550 4.0444 3.1514  -0.644
C19 -2.1117 -5.9882 0.7486  -0.711
C20 1.1855 0.2254 6.9507  -0.722
C21 -3.1921 -5.1614 2.7259  -1.026
C22 -3.7093 -0.7744 0.1768  -0.052
C23 -1.1783 0.6316 6.7410  -0.992
C24 0.5712 -3.4804 4.7689  0.036
C25 -2.2124 -4.1906 2.8529  0.132
C26 -1.3522 -1.6860 -4.0407  -0.596
C27 0.1737 0.2866 4.7755  0.589
C28 0.3683 2.8603 2.8463  -1.810
C29 1.1619 -3.2237 3.5287  0.428
C30 -1.0685 0.5336 5.3644  -0.362
C31 -1.1294 -5.0138 0.8750  -0.796
C32 -0.5994 1.6056 0.8521  -0.867
C33 -2.4656 3.4121 2.6311  -1.389
C34 -2.3695 -0.9641 0.5781  -0.400
C35 3.3337 -3.4516 4.5482  -0.752
C36 -3.1414 -6.0652 1.6727  -0.582
C37 -2.2974 -2.8130 -1.6505  0.142
C38 -4.7643 -0.7540 1.0593  -0.994
C39 -1.6017 -1.5761 -1.5720  -0.407
C40 -1.5922 4.3284 3.0369  -0.579
C41 -4.5242 -0.9216 2.4223  -1.026
C42 -2.0430 -2.8566 -4.0733  -0.860
C43 -3.2228 -1.1066 2.8297  -0.756
H1 -2.2199 -3.3664 -5.0106  0.413
H2 2.0639 0.0991 7.5702  0.461
H3 1.8782 3.4008 -0.6356  0.458
H4 -3.8998 -0.6182 -0.8777  0.616
H5 0.4903 4.8244 3.5362  0.479
H6 0.8767 2.5240 -5.3385  0.498
H7 4.4124 -3.4499 4.4563  0.440
H8 -3.0301 -1.2559 3.8866  0.369
H9 -0.5036 -3.5164 4.8762  0.268
H10 -2.1393 0.8371 7.1956  0.471
H11 -1.9541 0.6630 4.7502  0.335
H12 -3.9975 -5.2100 3.4480  0.448
H13 -1.0085 -1.6501 3.6170  0.319
H14 0.8870 -3.9169 6.8417  0.472
H15 2.2612 -0.0628 5.1043  0.417
H16 -3.0315 -4.3664 -2.8824  0.465
H17 2.7077 5.0099 -2.3337  0.418
H18 -2.7212 1.2799 2.5864  -0.256
H19 -2.0636 -6.6915 -0.0734  0.478
H20 -2.6467 -3.2719 -0.7344  0.580
H21 -1.9413 5.3154 3.3145  0.456
H22 -5.7710 -0.6034 0.6900  0.435
H23 -3.9067 -6.8244 1.5744  0.421
H24 -0.3264 -4.9503 0.1525  0.423
H25 -5.3333 -0.9251 3.1409  0.492
H26 1.4258 2.6606 2.9528  0.534
H27 2.2001 4.5686 -4.7468  0.402
H28 -2.2920 -3.4914 3.6724  0.088
H29 3.3542 -3.8877 6.6483  0.423
H30 -0.9611 -1.2273 -4.9388  0.486
H31 3.0049 -3.0281 2.4633  0.368
H32 -0.1323 0.5427 8.6121  0.427
H33 -3.5267 3.6221 2.5706  0.540

***

Density functional theory data (wB97M-V/def2-TZVPD) for a structure of composition C43H34Cl3N8O2Y.

Its HOMO-LUMO gap is 5.193 eV. As for the charge: -2. The total energy is -99774.3076 eV.

Last column: Mulliken charge in e.
CARTESIAN COORDINATES (ANGSTROEM)
Y1 -0.9615 0.3839 1.0454  0.536
Cl1 -6.5384 -4.5368 0.5920  -0.311
Cl2 -2.8143 1.9989 3.0373  -0.186
Cl3 2.5392 2.8624 3.7484  -0.205
O1 -2.0810 2.3010 0.2216  -0.797
O2 -1.1381 -1.6178 -0.3025  0.189
N1 0.7987 -3.3446 0.6140  0.400
N2 2.5790 -1.9459 -1.8902  -0.553
N3 1.3813 -3.5949 -2.7965  -0.003
N4 -0.9970 0.8173 -1.5418  1.050
N5 1.8262 -0.5782 1.0569  0.782
N6 -0.8618 2.1937 -1.7333  -1.110
N7 3.2811 -1.4282 2.5058  -0.138
N8 0.1246 1.5182 2.3913  -0.189
C1 3.1717 1.4654 0.5013  -0.595
C2 5.2859 1.5820 1.6863  -0.447
C3 3.0065 -0.7320 -4.0490  -0.819
C4 2.4824 -1.7513 -3.2584  0.387
C5 1.9977 -1.8046 -5.9838  -0.485
C6 -0.7316 4.8144 4.9537  -0.529
C7 -1.4308 -3.5177 -1.6729  0.273
C8 2.0838 -1.5794 1.8427  0.562
C9 1.9055 -3.0310 -1.6520  0.721
C10 -0.7542 7.0646 -0.5325  -0.321
C11 1.7214 -2.7716 -3.8456  0.671
C12 -1.6350 -1.8885 -3.8939  -0.586
C13 1.2888 -2.8644 1.8911  -1.635
C14 -1.3242 -2.1103 -1.4785  -0.401
C15 -3.0375 -2.0494 2.2251  1.241
C16 -0.7844 5.0299 -1.8229  -0.375
C17 -2.8518 -3.3218 1.6436  0.203
C18 -1.1873 4.3147 -0.6977  0.095
C19 -1.1500 6.3523 0.5917  -0.621
C20 3.8196 -0.2197 2.1058  0.981
C21 2.8993 0.2906 1.1927  -0.174
C22 -1.6292 -4.0689 -2.9219  -1.231
C23 -5.1935 -3.5747 1.2031  0.251
C24 -3.9009 -4.0722 1.1422  -0.622
C25 -4.3700 -1.5838 2.2500  -0.378
C26 1.8115 -3.7608 -0.3455  -1.281
C27 -1.3747 4.9836 0.5074  -0.228
C28 -0.5741 6.3991 -1.7411  -0.558
C29 0.5822 4.4091 4.7076  -0.520
C30 1.4707 -2.8251 -5.2124  -0.928
C31 -1.4192 -1.2963 -2.6471  0.939
C32 4.3735 2.0954 0.7520  -0.680
C33 5.0252 0.4145 2.3820  -1.159
C34 -1.4565 2.9539 3.6138  0.485
C35 2.7536 -0.7702 -5.4087  -0.503
C36 -1.7369 -3.2580 -4.0572  -0.469
C37 -1.2838 0.1543 -2.5894  -1.538
C38 -1.9395 -1.2459 2.7335  -2.333
C39 0.8558 3.3139 3.9196  0.335
C40 -0.1310 2.5001 3.2145  -0.500
C41 -5.4293 -2.3268 1.7526  -0.756
C42 -1.4038 2.8317 -0.7271  0.683
C43 -1.7501 4.0417 4.4033  -0.429
H1 -1.4276 0.7071 -3.5213  0.170
H2 -0.5769 8.1329 -0.4689  0.352
H3 -1.7219 -5.1462 -3.0212  0.329
H4 -1.2770 6.8545 1.5441  0.420
H5 3.1276 0.0249 -6.0425  0.373
H6 1.9064 -3.6470 2.3415  0.533
H7 6.2129 2.1120 1.8698  0.348
H8 2.8111 -3.7004 0.0936  0.426
H9 5.7199 0.0302 3.1204  0.362
H10 -1.8423 -3.7135 1.5707  0.051
H11 2.4370 1.8616 -0.1896  0.435
H12 -4.5674 -0.6044 2.6745  0.304
H13 -3.7191 -5.0433 0.6964  0.345
H14 1.4099 4.9566 5.1453  0.336
H15 -1.7063 -1.2347 -4.7593  0.348
H16 0.1579 -2.6450 0.2391  -0.311
H17 -1.0928 -1.8537 3.0567  0.410
H18 0.6441 -4.2780 -2.8035  0.309
H19 -0.2623 6.9496 -2.6223  0.349
H20 3.5794 0.0676 -3.5961  0.488
H21 0.4268 -2.7178 2.5386  0.144
H22 -6.4401 -1.9394 1.7924  0.400
H23 -1.8997 -3.6929 -5.0359  0.456
H24 0.8806 -3.6209 -5.6513  0.376
H25 -2.7898 4.2832 4.5972  0.331
H26 -0.9473 5.6792 5.5693  0.325
H27 1.8141 -1.7969 -7.0517  0.356
H28 1.6382 -4.8172 -0.5828  0.385
H29 -0.6357 4.4908 -2.7494  0.431
H30 -1.6733 4.4123 1.3790  0.335
H31 -1.3581 -4.1425 -0.7901  0.476
H32 4.6161 3.0169 0.2363  0.393
H33 3.6066 -2.0133 3.2514  0.234
H34 -2.2446 -0.5882 3.5427  0.789

***

Density functional theory data (wB97M-V/def2-TZVPD) for a structure of composition C43H34F4N7O7PS2Ti.

Its HOMO-LUMO gap (spin up / spin down) is 4.497 / 4.378 eV. As for the charge: -2. As for the multiplicity: 3. The total energy is -134857.4735 eV. Its expectation value of S² is 2.012.

Last column: Mulliken spin population.
CARTESIAN COORDINATES (ANGSTROEM)
Ti1 -0.0908 0.3294 -0.0387  1.081
S1 -2.7806 1.0985 -2.5756  0.402
S2 4.3510 1.6662 -1.5491  0.005
P1 -0.1442 -2.1182 -1.2143  0.064
F1 -3.1447 2.7128 0.5977  0.007
F2 -4.8126 4.3183 -0.5941  0.001
F3 -8.4327 1.9456 1.3260  0.000
F4 -6.7462 0.3141 2.4605  0.000
O1 -0.8377 -1.9355 -2.6460  0.010
O2 0.5226 -0.5358 1.6180  -0.051
O3 -1.0596 -3.2282 -0.5369  0.002
O4 2.0556 4.5881 5.0800  0.001
O5 1.1530 -3.0500 -1.5495  -0.002
O6 1.5099 -0.3007 3.6127  0.001
O7 0.5899 6.0704 4.1739  0.001
N1 0.1617 2.0078 1.3155  -0.002
N2 -0.1845 1.4835 -1.6680  -0.061
N3 -10.2078 4.2090 0.0234  0.000
N4 2.1810 0.6556 -0.6085  -0.037
N5 -4.1082 -0.8872 4.3142  0.000
N6 -2.0285 -0.3556 0.5534  -0.012
N7 -7.0143 5.6507 -2.3826  0.000
C1 3.1215 -1.3029 0.6233  0.011
C2 2.4921 3.8069 -2.5469  0.006
C3 0.4502 4.6089 -3.5122  0.006
C4 4.1181 -3.2999 1.8146  0.000
C5 -1.1590 -3.3473 0.9096  0.002
C6 4.2424 -2.0266 0.9778  0.001
C7 -5.3484 3.3216 0.1376  -0.002
C8 -6.2319 1.3164 1.7216  -0.001
C9 5.6484 -0.4604 -0.2433  0.002
C10 3.2421 -0.1518 -0.1568  0.005
C11 -4.8565 1.4049 1.5621  -0.008
C12 -1.5348 -2.9923 -3.3287  0.000
C13 -1.4012 1.0783 -1.7984  0.344
C14 -7.2751 4.9503 -1.4951  0.000
C15 -0.1156 3.3039 1.1245  0.055
C16 1.8428 2.6815 -2.0361  0.006
C17 -4.4655 2.4672 0.7618  0.011
C18 0.6997 3.8914 3.3001  0.008
C19 -7.1226 2.1783 1.1107  0.001
C20 -9.0634 4.1326 -0.1530  0.000
C21 0.4721 2.5561 -2.2668  0.034
C22 -7.6711 4.0955 -0.4322  0.000
C23 -2.8408 0.0411 1.3092  0.038
C24 0.9215 0.1589 2.6612  -0.016
C25 1.1319 4.9606 4.3278  0.001
C26 0.6287 1.6338 2.5267  0.048
C27 -1.8691 -2.4995 -4.7166  -0.001
C28 -0.2175 3.5089 -3.0128  -0.012
C29 -4.0205 -0.2769 3.3350  0.002
C30 5.1207 -3.2693 2.9762  0.000
C31 -3.8769 0.4310 2.1075  -0.008
C32 5.5044 -1.5923 0.5292  -0.002
C33 0.9196 2.5347 3.5227  -0.001
C34 4.4155 -4.5037 0.9089  0.000
C35 0.1330 4.2619 2.0879  0.002
C36 1.8109 4.7647 -3.2728  -0.006
C37 2.1913 -2.4625 -2.3552  0.004
C38 -6.7388 3.2191 0.2578  0.002
C39 2.7107 -3.4536 2.3966  0.000
C40 4.5015 0.2540 -0.5808  0.002
C41 2.2029 -3.0967 -3.7285  0.000
C42 -0.8635 -4.7752 1.2975  0.000
C43 2.6194 1.6394 -1.3324  0.035
H1 -1.5860 -5.4560 0.8438  0.000
H2 3.6997 -4.5452 0.0832  0.000
H3 -2.4351 -3.2281 -2.7636  0.001
H4 -0.0962 5.3589 -4.0709  0.000
H5 2.3507 -4.1752 -3.6485  0.000
H6 3.5484 3.9514 -2.3535  0.001
H7 -2.4306 -1.5674 -4.6525  0.001
H8 -2.4757 -3.2403 -5.2423  0.000
H9 4.9652 -4.1387 3.6196  0.000
H10 2.3357 5.6369 -3.6392  0.000
H11 5.4231 -4.4467 0.4878  0.000
H12 2.1436 -1.5909 0.9707  0.005
H13 1.3606 2.1959 4.4495  0.000
H14 4.9829 -2.3700 3.5806  0.000
H15 -1.2824 3.3842 -3.1610  0.004
H16 6.1565 -3.2971 2.6291  0.000
H17 2.6851 -4.3261 3.0542  0.000
H18 -2.1705 -3.0548 1.1772  -0.001
H19 1.9735 -3.6179 1.6068  0.000
H20 -0.4760 -2.6448 1.3896  0.003
H21 3.1350 -2.6264 -1.8355  0.001
H22 1.2599 -2.9108 -4.2448  0.000
H23 3.0138 -2.6765 -4.3282  0.000
H24 0.1379 -5.0657 0.9741  0.000
H25 6.6265 -0.1333 -0.5750  0.000
H26 6.3927 -2.1520 0.7984  0.000
H27 -0.9048 -3.8842 -3.3551  0.000
H28 4.3348 -5.4346 1.4781  0.000
H29 -0.9618 -2.3163 -5.2965  0.000
H30 2.0451 -1.3809 -2.4388  0.004
H31 2.4041 -2.5757 2.9704  0.000
H32 -0.1006 5.3036 1.9143  0.000
H33 -0.9233 -4.8768 2.3839  0.000
H34 -0.5334 3.5722 0.1627  0.000